(1)
{"formula": "C2H9NO4", "method": "ωB97M-V/def2-TZVPD", "de_lowest_kcal_mol": 24.7, "multiplicity": 2, "charge": 1, "s2": 0.764, "gap_ev": [11.12, 5.95], "fmax_ha_per_bohr": 0.031, "symbols": ["O", "C", "N", "C", "O", "H", "H", "H", "H", "H", "H", "H", "O", "H", "H", "O"], "xyz": [[0.939, 0.350, -1.640], [0.696, -0.805, -1.509], [0.628, -1.331, -0.187], [1.182, -0.686, 0.969], [0.132, -0.065, 1.624], [0.452, -1.570, -2.254], [-0.103, -2.047, -0.109], [1.952, 0.037, 0.666], [1.597, -1.405, 1.675], [-0.067, 0.780, 1.152], [-2.948, -0.514, 0.054], [-3.818, -0.760, -1.128], [-2.895, -0.826, -0.860], [1.430, 2.669, 0.810], [0.330, 3.288, -0.062], [0.493, 2.884, 0.798]]}

---

(2)
{"formula": "C19H29N3O3S", "method": "ωB97M-V/def2-TZVPD", "de_lowest_kcal_mol": 23.3, "charge": 0, "smiles": "CCOc1ccc(CC(=O)NNC(=S)NC2CCCCC2)cc1OCC", "gap_ev": 8.76, "fmax_ha_per_bohr": 0.013, "symbols": ["C", "C", "O", "C", "C", "C", "C", "C", "C", "O", "N", "N", "C", "S", "N", "C", "C", "C", "C", "C", "C", "C", "C", "O", "C", "C", "H", "H", "H", "H", "H", "H", "H", "H", "H", "H", "H", "H", "H", "H", "H", "H", "H", "H", "H", "H", "H", "H", "H", "H", "H", "H", "H", "H", "H"], "xyz": [[5.218, 1.855, -0.997], [4.857, 2.954, -1.992], [3.899, 2.542, -2.943], [2.589, 2.360, -2.567], [2.073, 2.767, -1.343], [0.749, 2.557, -1.005], [-0.103, 1.913, -1.887], [-1.546, 1.676, -1.519], [-1.638, 1.063, -0.140], [-2.033, 1.636, 0.860], [-1.155, -0.199, -0.068], [-1.236, -0.862, 1.156], [-1.610, -2.168, 1.179], [-1.620, -3.071, -0.215], [-1.875, -2.735, 2.366], [-1.921, -2.081, 3.659], [-3.235, -1.310, 3.860], [-4.425, -2.262, 3.944], [-4.232, -3.254, 5.087], [-2.952, -4.057, 4.879], [-1.745, -3.128, 4.763], [0.397, 1.515, -3.114], [1.721, 1.738, -3.485], [2.033, 1.287, -4.729], [3.192, 1.734, -5.412], [3.027, 1.351, -6.876], [5.583, 0.981, -1.531], [5.995, 2.209, -0.326], [4.350, 1.560, -0.412], [4.527, 3.862, -1.471], [5.732, 3.209, -2.596], [2.709, 3.263, -0.627], [0.383, 2.892, -0.047], [-2.086, 2.625, -1.495], [-2.018, 1.019, -2.250], [-1.009, -0.825, -0.854], [-1.544, -0.207, 1.872], [-2.105, -3.715, 2.327], [-1.078, -1.379, 3.709], [-3.160, -0.736, 4.786], [-3.388, -0.604, 3.042], [-5.340, -1.688, 4.098], [-4.526, -2.803, 3.001], [-5.088, -3.928, 5.145], [-4.170, -2.709, 6.032], [-2.799, -4.740, 5.716], [-3.053, -4.666, 3.978], [-1.609, -2.603, 5.710], [-0.841, -3.709, 4.569], [-0.233, 1.020, -3.836], [3.295, 2.820, -5.313], [4.087, 1.259, -4.994], [2.144, 1.830, -7.290], [2.911, 0.275, -6.967], [3.901, 1.666, -7.439]]}

---

(3)
{"formula": "C7H9FN3", "method": "ωB97M-V/def2-TZVPD", "de_lowest_kcal_mol": 116.2, "charge": 1, "smiles": "C/N=C(\\C)[C@H]1N=C[C@H](F)C#[N+]1", "gap_ev": 6.96, "fmax_ha_per_bohr": 0.063, "symbols": ["C", "N", "C", "C", "C", "N", "C", "C", "F", "C", "N", "H", "H", "H", "H", "H", "H", "H", "H", "H"], "xyz": [[1.937, 1.432, -1.019], [1.046, 0.420, -0.693], [0.979, -0.626, -0.088], [1.890, -1.308, 0.861], [-0.446, -1.119, 0.176], [-1.017, -0.319, 1.134], [-1.905, 0.531, 1.023], [-2.788, 0.649, -0.372], [-4.058, 0.273, 0.059], [-2.153, -0.354, -1.205], [-1.307, -1.163, -1.162], [2.987, 1.205, -0.838], [1.693, 2.472, -0.582], [1.920, 1.528, -2.068], [2.604, -0.628, 1.276], [2.567, -2.121, 0.379], [1.341, -1.726, 1.695], [-0.300, -2.132, 0.377], [-2.080, 1.228, 1.789], [-2.912, 1.758, -0.741]]}

---

(4)
{"formula": "CF2Li3O3V2", "method": "ωB97M-V/def2-TZVPD", "multiplicity": 8, "charge": 4, "s2": 15.767, "gap_ev": [5.56, 5.87], "fmax_ha_per_bohr": 0.132, "symbols": ["Li", "Li", "Li", "V", "V", "C", "O", "O", "O", "F", "F"], "xyz": [[2.193, 1.646, 1.917], [0.586, -1.638, 2.091], [1.353, 2.953, -1.292], [1.559, -0.444, -1.572], [-1.037, 0.704, 0.450], [-1.585, -1.419, -1.251], [-2.253, -0.461, -1.114], [-0.444, -1.470, -0.553], [-1.855, -2.508, -1.644], [1.233, 0.604, 0.369], [0.250, 2.032, 2.598]]}

---

(5)
{"formula": "C8H18F5IrN4O", "method": "ωB97M-V/def2-TZVPD", "de_lowest_kcal_mol": 279.2, "multiplicity": 2, "charge": 1, "s2": 0.762, "gap_ev": [7.21, 7.17], "fmax_ha_per_bohr": 0.117, "symbols": ["Ir", "N", "C", "C", "N", "C", "C", "N", "C", "C", "N", "H", "H", "H", "H", "H", "H", "H", "H", "H", "H", "H", "H", "H", "H", "H", "H", "H", "H", "O", "F", "C", "F", "C", "F", "F", "F"], "xyz": [[-0.056, -0.170, -0.020], [-0.295, 1.757, -1.161], [-1.471, 2.548, -0.727], [-1.569, 2.603, 0.797], [-1.550, 1.251, 1.393], [-0.739, 1.091, 2.646], [0.755, 1.360, 2.401], [1.388, 0.643, 1.224], [-2.934, 0.699, 1.367], [-2.637, -1.506, 0.055], [-1.721, -1.119, -1.018], [0.515, 2.348, -0.998], [-0.332, 1.526, -2.148], [-2.375, 2.130, -1.172], [-1.379, 3.573, -1.093], [-2.473, 3.144, 1.088], [-0.735, 3.196, 1.172], [-0.817, 0.081, 3.036], [-1.183, 1.733, 3.414], [1.298, 1.096, 3.307], [0.908, 2.427, 2.240], [1.950, -0.154, 1.511], [1.985, 1.315, 0.755], [-3.565, 1.255, 0.680], [-3.431, 0.597, 2.331], [-3.582, -1.963, -0.189], [-1.603, -2.373, 0.784], [-2.165, -0.490, -1.682], [-1.362, -1.957, -1.472], [1.290, -0.387, -1.250], [0.496, -1.674, 2.382], [-0.481, -1.941, 1.405], [-2.343, -0.693, 1.269], [0.010, -3.309, 0.689], [-0.447, -4.360, 1.389], [-0.448, -3.461, -0.576], [1.344, -3.416, 0.628]]}

---

(6)
{"formula": "CO4S3", "method": "ωB97M-V/def2-TZVPD", "de_lowest_kcal_mol": 12.2, "charge": -2, "smiles": "O=C([S-])OS(=O)(=O)[S-]", "gap_ev": 6.07, "fmax_ha_per_bohr": 0.046, "symbols": ["O", "C", "S", "O", "S", "O", "O", "S"], "xyz": [[1.944, -0.740, 0.871], [1.665, 0.178, 0.125], [2.621, 0.964, -0.958], [0.093, 0.810, 0.129], [-1.169, -0.203, 0.050], [-0.994, -0.996, -1.160], [-1.380, -0.981, 1.289], [-2.782, 0.967, -0.345]]}

---

(7)
{"formula": "C3HBrF5I", "method": "ωB97M-V/def2-TZVPD", "charge": 0, "gap_ev": 9.55, "fmax_ha_per_bohr": 0.087, "symbols": ["C", "C", "C", "F", "F", "F", "F", "F", "Br", "I", "H"], "xyz": [[-0.243, -0.347, 0.930], [1.441, -0.550, 0.499], [2.118, 0.530, -0.347], [1.204, -1.621, -0.292], [2.128, -0.812, 1.572], [2.648, 1.550, 0.391], [3.109, 0.133, -1.118], [1.065, 1.156, -1.070], [-0.650, -1.670, 2.166], [-0.845, 1.669, 1.707], [-0.695, -0.525, -0.060]]}

---

(8)
{"formula": "C5H11NO", "method": "ωB97M-V/def2-TZVPD", "de_lowest_kcal_mol": 94.3, "charge": 0, "smiles": "C=NC(=C)CC.O", "gap_ev": 9.03, "fmax_ha_per_bohr": 0.078, "symbols": ["C", "N", "C", "C", "C", "C", "H", "H", "H", "H", "H", "H", "H", "H", "H", "O", "H", "H"], "xyz": [[-0.175, -0.896, 2.223], [-0.725, -1.011, 1.083], [-0.989, -0.022, -0.020], [-1.896, -0.352, -0.946], [-0.220, 1.278, -0.044], [1.325, 1.276, -0.092], [0.781, -0.420, 2.398], [-0.597, -1.459, 3.038], [-2.468, 0.431, -1.470], [-1.945, -1.370, -1.113], [-0.495, 1.745, -0.980], [-0.419, 1.705, 0.975], [1.697, 2.337, 0.047], [1.749, 0.632, 0.769], [1.807, 1.007, -1.053], [0.664, -1.709, -1.921], [1.557, -2.067, -1.596], [0.347, -1.105, -1.296]]}

---

(9)
{"formula": "C2H3NO2", "method": "ωB97M-V/def2-TZVPD", "de_lowest_kcal_mol": 80.3, "charge": 0, "gap_ev": 10.75, "fmax_ha_per_bohr": 0.121, "symbols": ["C", "C", "H", "H", "H", "N", "O", "O"], "xyz": [[0.511, 0.662, 0.390], [-0.482, -0.923, -0.445], [0.097, 1.041, 1.423], [1.536, 0.777, 0.483], [-1.135, -1.876, -0.517], [-1.011, 0.034, -1.034], [0.506, -0.846, 0.395], [-0.022, 1.131, -0.694]]}

---

Number 7 is which compound? C3HBrF5I